No. 1
Below is a 2-piece molecular cluster, C5H12NO overall, with properties calculated with the ωB97M-V functional and the def2-TZVPD basis.

Last column: Löwdin charge in e.
CARTESIAN COORDINATES (ANGSTROEM)
C1 -1.587619 3.315525 0.597962  -0.100
C2 -2.021411 1.936318 0.145311  -0.232
C3 -0.984540 1.167386 -0.593643  -0.052
C4 -0.709940 -0.120894 -0.404049  -0.067
N1 0.509774 -0.580709 -1.009097  0.033
C5 1.274713 -1.529049 -0.641850  0.174
H1 -2.436768 3.800032 1.083980  0.083
H2 -0.742239 3.368043 1.279589  0.080
H3 -1.383186 4.033528 -0.204026  0.084
H4 -2.375983 1.345580 0.984580  0.121
H5 -2.805087 2.110470 -0.599548  0.131
H6 -0.326140 1.721960 -1.259015  0.133
H7 -1.493817 -0.856805 -0.264922  0.146
H8 0.690583 -0.209732 -1.942186  0.183
H9 0.941036 -2.324804 0.019967  0.111
H10 2.258698 -1.718410 -1.040594  0.122
H11 2.780679 -4.340337 1.225052  0.053
H12 3.422301 -3.173375 1.915531  0.054
O1 2.703477 -3.383437 1.307617  -0.058

Forces on the atoms, in the same order (eV/Å):
C -0.152 1.197 0.134
C -0.189 -0.041 -1.014
C 0.721 0.285 0.644
C -0.702 -0.215 -1.350
N -0.058 -0.580 -1.000
C -0.372 -1.377 0.279
H 0.035 -0.239 0.298
H 0.030 -0.346 0.092
H 0.200 -0.518 -0.289
H -0.296 -0.023 -0.079
H -0.436 -0.167 0.311
H 0.213 0.274 0.297
H 0.416 -0.206 1.174
H 0.640 0.873 0.469
H 0.005 0.742 0.821
H -0.024 0.311 -0.710
H -0.144 -0.057 -0.090
H -0.084 0.192 0.009
O 0.195 -0.104 0.004

## Properties
DFT total energy: -327.39102 a.u.
Relative energy (zero: lowest compared OMol25 entry of this formula, charge and spin): 43.0 kcal/mol
E_HOMO: -0.518 Ha
Net charge: +1
Gap between HOMO and LUMO: 0.3395 Eh



No. 2
Below is a 2-piece molecular cluster, C5H12NO overall, with properties calculated with the ωB97M-V functional and the def2-TZVPD basis.

Last column: Löwdin charge in e.
CARTESIAN COORDINATES (ANGSTROEM)
C1 0.042986 1.055381 -2.692987  -0.043
C2 -0.026262 -0.337016 -1.717857  -0.110
C3 0.428168 -0.213088 -0.310217  -0.291
C4 1.604042 -0.583885 0.218497  0.143
C5 -1.123160 1.424397 0.556280  0.207
N1 -0.488988 0.319460 0.728880  0.094
H1 1.017830 1.072006 -3.247792  0.078
H2 -0.410336 0.639007 -3.568292  0.040
H3 -0.368912 2.066464 -2.670947  0.068
H4 -1.064132 -0.492863 -1.555767  0.092
H5 0.462543 -1.268657 -2.023146  0.129
H6 2.434851 -0.723707 -0.385607  0.073
H7 1.677377 -0.716780 1.291288  0.077
H8 -1.546497 1.958350 1.362051  0.108
H9 -1.338195 1.716609 -0.468766  0.111
H10 -0.299084 -0.309204 1.496555  0.064
H11 0.398308 -1.973066 3.224200  0.139
H12 -1.103851 -1.523219 3.175746  0.087
O1 -0.248953 -1.344488 2.743253  -0.065

Forces on the atoms, in the same order (eV/Å):
C 1.869 -3.379 -1.761
C 0.206 3.341 0.480
C 0.867 0.128 0.742
C -2.417 0.498 0.767
C 0.031 -2.101 -0.401
N 0.896 1.039 -2.913
H -0.067 0.500 1.481
H -1.273 -0.244 -0.591
H -0.040 -0.318 1.431
H -1.171 -0.646 -0.558
H -0.160 0.748 -1.096
H 1.333 -0.749 -1.033
H 0.420 0.403 -0.068
H -0.556 0.275 0.907
H 0.588 0.383 0.135
H -0.446 0.409 2.139
H -1.455 1.533 -1.233
H 0.382 0.083 -0.189
O 0.993 -1.904 1.761

## Properties
DFT total energy: -327.35313 a.u.
Relative energy (zero: lowest compared OMol25 entry of this formula, charge and spin): 66.8 kcal/mol
E_HOMO: -0.510 Ha
Net charge: +1
Gap between HOMO and LUMO: 0.3376 Eh



No. 3
Below is an isolated ion of composition C5H12NO and charge +1, with properties calculated with the ωB97M-V functional and the def2-TZVPD basis.

Last column: Löwdin charge in e.
CARTESIAN COORDINATES (ANGSTROEM)
C1 1.915892 2.424472 -0.192214  0.205
C2 -0.888311 -0.024357 1.392724  -0.026
C3 -1.422080 -0.564400 -1.165728  -0.030
C4 1.337781 -1.327736 -0.294766  0.009
C5 -0.602156 0.226587 -0.138200  -0.355
N1 0.807200 0.011867 -0.464460  -0.048
O1 1.782646 1.158222 -0.210499  0.035
H1 0.978016 3.086010 -0.021151  0.163
H2 2.872944 2.794088 -0.263041  0.096
H3 -1.057338 -1.002717 1.704063  0.057
H4 -0.120718 0.183114 2.065508  0.064
H5 -1.840930 0.433755 1.573108  0.088
H6 -1.348064 -1.648786 -0.991709  0.089
H7 -1.186535 -0.309968 -2.266775  0.132
H8 -2.448807 -0.509789 -0.997387  0.063
H9 2.402739 -1.198286 -0.552383  0.118
H10 1.186469 -1.527275 0.829178  0.132
H11 0.941037 -2.035795 -0.939324  0.081
H12 -0.963320 1.240080 -0.147969  0.128

Forces on the atoms, in the same order (eV/Å):
C -5.925 -2.335 0.858
C -1.235 -0.499 -2.173
C 1.687 -1.057 -1.207
C 2.823 2.830 4.241
C -0.152 -0.092 2.087
N -1.617 2.541 -2.423
O 1.280 -0.721 -0.105
H 1.683 -1.000 -0.522
H 2.267 0.635 -0.162
H -0.478 -2.368 -0.274
H 1.396 1.642 0.863
H -0.183 0.744 0.626
H 0.754 0.161 -0.319
H -0.273 -0.334 1.929
H -1.848 1.106 0.319
H -0.252 -0.582 0.396
H 0.539 -0.693 -1.770
H -1.282 -0.857 -1.290
H 0.816 0.878 -1.074

## Properties
DFT total energy: -327.24629 a.u.
Relative energy (zero: lowest compared OMol25 entry of this formula, charge and spin): 133.8 kcal/mol
E_HOMO (spin up / spin down): -0.517 / -0.517 Ha
Net charge: +1
Gap between HOMO and LUMO (spin up / spin down): 0.3082 / 0.3082 Eh



No. 4
Below is an isolated ion of composition C5H12NO and charge +1, with properties calculated with the ωB97M-V functional and the def2-TZVPD basis.

Last column: Löwdin charge in e.
CARTESIAN COORDINATES (ANGSTROEM)
C1 0.784779 3.217885 -0.694108  0.170
C2 1.309767 -1.745629 0.914822  -0.090
C3 -1.666301 0.162575 -0.746497  -0.059
C4 -0.149462 -1.336363 0.557698  -0.256
C5 -0.244499 -0.338948 -0.520852  -0.268
N1 0.426561 1.053305 -0.047699  0.040
O1 0.424387 2.030848 -0.856013  -0.018
H1 0.616671 3.730317 -1.645584  0.137
H2 1.217237 3.600758 0.279229  0.157
H3 2.167424 -1.234065 0.335173  0.099
H4 1.456669 -1.532621 1.986332  0.074
H5 1.494030 -2.831213 0.729239  0.087
H6 -2.075889 0.637187 0.078291  0.057
H7 -1.935858 0.931412 -1.517975  0.091
H8 -2.281406 -0.763348 -1.193335  0.149
H9 -0.667432 -2.190872 0.166940  0.122
H10 -0.620336 -1.167583 1.483797  0.105
H11 0.415744 -0.937626 -1.284537  0.191
H12 0.870585 1.288034 0.905225  0.212

Forces on the atoms, in the same order (eV/Å):
C 0.288 0.398 0.194
C 1.233 -0.173 -0.495
C -1.359 -2.820 -4.568
C 1.752 -0.981 0.630
C 0.846 2.005 -0.483
N 1.476 -2.941 3.692
O -0.356 1.206 -1.972
H 0.336 0.524 0.717
H -0.555 -0.483 -1.246
H -1.552 -0.429 0.739
H 0.267 -0.255 -0.475
H -0.256 0.813 0.352
H -0.775 -0.040 2.229
H 1.314 -0.615 0.055
H 0.957 1.940 1.579
H -0.279 -0.543 -0.378
H -1.008 0.947 0.970
H -1.413 2.334 0.302
H -0.916 -0.887 -1.842

## Properties
DFT total energy: -327.25427 a.u.
Relative energy (zero: lowest compared OMol25 entry of this formula, charge and spin): 128.8 kcal/mol
E_HOMO (spin up / spin down): -0.536 / -0.536 Ha
Net charge: +1
Gap between HOMO and LUMO (spin up / spin down): 0.3386 / 0.3387 Eh



No. 5
Below is a 2-piece molecular cluster, C5H12NO overall, with properties calculated with the ωB97M-V functional and the def2-TZVPD basis.

Last column: Löwdin charge in e.
CARTESIAN COORDINATES (ANGSTROEM)
O1 -0.332417 -2.005174 -0.743557  0.143
C1 -0.832403 -0.842620 -0.621442  -0.112
C2 -0.391131 0.374019 0.137339  -0.285
C3 0.753677 0.215742 1.210143  -0.093
C4 1.979668 -0.447513 0.630854  -0.227
C5 2.904055 0.194240 -0.425764  -0.063
N1 -1.624111 0.432908 0.846354  0.361
H1 -1.704222 -0.492798 -1.194986  0.149
H2 -0.123027 1.222741 -0.522709  0.180
H3 0.295347 -0.382941 2.053931  0.156
H4 1.086217 1.209572 1.577091  0.148
H5 2.624065 -0.935309 1.386871  0.148
H6 1.447961 -1.292723 0.166768  0.093
H7 2.843692 -0.064867 -1.471438  0.077
H8 3.925922 0.017528 -0.077426  0.086
H9 2.835935 1.294854 -0.400591  0.081
H10 -2.182970 1.315756 0.968163  0.158
H11 -7.081943 0.231039 -1.868407  0.007
H12 -6.424312 -0.044463 -1.651186  -0.007

Forces on the atoms, in the same order (eV/Å):
O -2.047 5.735 1.299
C 1.320 -6.474 -3.240
C -2.753 2.816 1.268
C 1.654 -0.223 2.769
C -0.728 -1.954 -1.601
C 0.136 1.685 1.231
N 2.301 0.682 0.649
H 0.369 -1.050 -0.628
H -0.321 -0.270 0.229
H 0.907 0.634 -0.793
H -1.247 -0.069 -0.257
H -0.803 0.416 0.214
H 0.991 -0.752 -0.178
H -0.424 -0.616 -0.093
H -0.062 -0.167 -0.321
H -0.105 -0.172 0.034
H 0.809 -0.221 -0.584
H 0.136 -0.046 0.045
H -0.134 0.045 -0.044

## Properties
DFT total energy: -327.16095 a.u.
Relative energy (zero: lowest compared OMol25 entry of this formula, charge and spin): 187.4 kcal/mol
E_HOMO: -0.557 Ha
Net charge: +1
Gap between HOMO and LUMO: 0.2064 Eh



No. 6
Below is a 2-piece molecular cluster, C5H12NO2 overall, with properties calculated with the ωB97M-V functional and the def2-TZVPD basis.

Last column: Löwdin charge in e.
CARTESIAN COORDINATES (ANGSTROEM)
N1 -2.453149 2.535058 0.387604  0.061
C1 -1.657523 1.594443 -0.387233  -0.856
O1 -2.269436 0.585236 -0.789021  -0.094
O2 -0.455101 1.904287 -0.532159  -0.090
H1 -2.139246 3.480135 0.206410  0.043
H2 -3.430961 2.416095 0.163983  0.042
C2 2.235658 -0.111781 -1.087443  -0.129
C3 1.664979 -0.778470 0.149100  -0.295
C4 0.263778 -1.346998 -0.056846  -0.285
C5 -0.545518 -1.412293 1.237323  -0.123
H3 2.196358 -0.786763 -1.940593  0.063
H4 3.268926 0.194202 -0.921444  0.056
H5 1.627227 0.756680 -1.339877  0.056
H6 1.610671 -0.052892 0.967833  0.103
H7 2.341480 -1.563648 0.506266  0.092
H8 0.297532 -2.353553 -0.484835  0.096
H9 -0.279747 -0.726819 -0.764797  0.076
H10 0.047195 -1.854354 2.046386  0.060
H11 -1.419568 -2.049124 1.112734  0.061
H12 -0.903562 -0.429432 1.526605  0.065

Forces on the atoms, in the same order (eV/Å):
N 0.110 -0.012 -0.156
C -0.047 0.194 0.079
O -0.109 -0.159 -0.030
O 0.058 0.023 -0.003
H -0.011 -0.063 0.115
H -0.009 0.033 -0.019
C -0.151 0.086 0.013
C -0.098 -0.090 0.363
C -0.203 -0.058 0.102
C 0.112 -0.337 -0.113
H 0.125 -0.163 -0.138
H 0.099 0.064 -0.104
H -0.005 0.071 0.059
H 0.011 0.120 -0.129
H 0.025 -0.092 -0.001
H 0.242 -0.064 -0.106
H -0.108 0.147 -0.018
H 0.039 0.115 0.070
H -0.160 0.016 -0.062
H 0.080 0.168 0.079

## Properties
DFT total energy: -403.02867 a.u.
Relative energy (zero: lowest compared OMol25 entry of this formula, charge and spin): 0.5 kcal/mol
E_HOMO: -0.155 Ha
Net charge: -1
Gap between HOMO and LUMO: 0.3086 Eh